A cluster of 2 separate species, C3H5O3 in total, computed with wB97M-V/def2-TZVPD.

charge = -1
frontier orbital gap = 7.593 eV
molar mass = 89.07 Da
HOMO energy = -3.96 eV
LUMO level = 3.630 eV

Each line ends with the Mulliken charge.
Element x y z (Å)
O -2.0976 -1.0938 -1.1514  -0.519
C -1.0672 -0.9471 -0.5212  0.216
C -0.8004 -1.3280 0.8436  -0.678
H -0.3113 -0.2757 -1.0755  0.223
H -1.3363 -2.3576 0.8981  0.265
H 0.2458 -1.4026 1.1033  0.295
H -1.4221 -0.5912 1.4423  0.197
O 2.7890 2.4116 0.1580  -0.640
C 1.7390 2.0097 -0.4174  0.243
O 0.5615 2.6281 -0.7058  -0.697
H 1.6996 0.9466 -0.5740  0.096

A cluster of 2 separate species, C10H23OP in total, computed with wB97M-V/def2-TZVPD.

charge = 0
frontier orbital gap = 7.463 eV
molar mass = 190.27 Da
HOMO energy = -6.75 eV
LUMO level = 0.712 eV
structure (SMILES) = CCC(=[PH3])CC.CCC(=O)CC

Each line ends with the Mulliken charge.
Element x y z (Å)
C -0.6973 2.5173 -0.5930  -1.476
C -1.3088 1.2018 -1.1002  0.070
C -2.3061 0.6611 -0.0554  -0.004
P -1.6435 0.5350 1.5497  -0.074
C -3.1271 -0.5443 -0.5492  -0.097
C -4.0796 -1.0126 0.5294  -1.224
H -0.6905 3.1256 -1.4792  0.382
H -1.4318 2.9999 0.0416  0.470
H 0.2715 2.4780 -0.1245  0.272
H -1.8896 1.1901 -2.0229  0.460
H -0.5202 0.4551 -1.4572  -0.310
H -0.9182 -0.5298 2.3371  0.019
H -2.7836 0.4787 2.5219  0.095
H -1.0990 1.7270 1.8544  0.085
H -2.3651 -1.3226 -1.0159  0.099
H -3.7353 -0.1635 -1.3874  0.285
H -4.9800 -1.6730 0.1523  0.310
H -4.6538 -0.1789 0.8423  0.364
H -3.5229 -1.5511 1.3980  0.279
C 4.0618 0.8311 0.9584  -1.298
C 3.1669 0.7503 -0.2903  -0.391
C 1.9310 -0.2130 -0.0729  0.391
O 1.3006 -0.0456 0.9559  -0.559
C 1.7903 -1.4460 -0.9329  -0.043
C 1.7132 -2.7535 -0.2168  -1.380
H 4.5308 -0.1233 0.8896  0.327
H 3.4794 1.0769 1.7710  0.354
H 4.7084 1.6603 0.9208  0.397
H 3.5194 0.2432 -1.2279  0.316
H 2.8223 1.8018 -0.6350  0.265
H 2.5696 -1.6415 -1.7949  0.384
H 0.8894 -1.2526 -1.5480  0.132
H 2.6552 -3.1904 -0.1714  0.377
H 1.3900 -2.5978 0.7228  0.445
H 0.9528 -3.4939 -0.7703  0.273

A cluster of 2 separate species, C2H10NO in total, computed with wB97M-V/def2-TZVPD.

charge = +1
frontier orbital gap = 11.460 eV
molar mass = 64.11 Da
HOMO energy = -15.02 eV
LUMO level = -3.562 eV

Each line ends with the Mulliken charge.
Element x y z (Å)
C 0.2846 0.1242 2.2034  -0.517
O 0.4469 0.7420 0.9157  -0.553
H 1.1959 1.3389 0.8631  0.303
H -0.4368 0.6912 2.7957  0.257
H -0.2693 -0.7865 1.9726  0.241
H 1.1954 0.0005 2.7742  0.273
C -0.9898 -0.0122 -1.7347  -0.791
N 0.1829 -0.8401 -1.3704  -0.189
H 0.0413 -1.8326 -1.5366  0.373
H 0.9678 -0.5270 -1.9330  0.371
H 0.4051 -0.6315 -0.3799  0.226
H -1.2267 -0.0163 -2.7866  0.376
H -0.7802 1.0052 -1.3616  0.302
H -1.7886 -0.0126 -0.9847  0.329

A cluster of 4 separate species, CH8O5 in total, computed with wB97M-V/def2-TZVPD.

charge = -1
spin multiplicity = 2
frontier orbital gap (spin up / spin down) = 3.147 / 11.153 eV
molar mass = 100.07 Da
HOMO energy (spin up / spin down) = 0.45 / -7.67 eV
LUMO level (spin up / spin down) = 3.596 / 3.481 eV

Each line ends with the Löwdin spin population.
Element x y z (Å)
O -0.6549 2.8231 2.0849  0.029
C -0.5175 1.6350 2.4111  0.153
O -0.4624 0.7819 1.2710  0.124
H -0.0197 1.2788 3.3031  0.020
H -0.2276 -0.1368 1.2223  0.056
H -0.1634 -2.7210 0.9193  0.085
H -1.5841 -2.9556 0.2656  0.056
O -0.9156 -2.3555 0.5221  0.195
H 1.7698 -2.2498 -1.8705  0.038
H 2.3525 -1.0650 -0.9242  0.059
O 2.5326 -1.9432 -1.4440  0.124
H -1.4135 2.6145 -2.5475  0.004
H -0.0025 2.0335 -2.2500  0.017
O -0.6937 2.2600 -2.9632  0.038

A structure of composition C10H13ClN2O3Sn, computed with wB97M-V/def2-TZVPD.

charge = +2
frontier orbital gap (spin up / spin down) = 5.949 / 5.925 eV
molar mass = 363.39 Da
HOMO energy (spin up / spin down) = -16.23 / -16.38 eV
LUMO level (spin up / spin down) = -10.286 / -10.455 eV

Each line ends with the Mulliken charge.
Element x y z (Å)
Cl -2.7405 -1.1702 -0.3196  -0.297
C 1.0001 -1.3496 -1.9328  -0.599
C 1.7319 -0.1543 -1.7703  -0.447
C 0.9028 0.9298 -2.1285  -0.570
H 2.7774 -0.0921 -1.4854  0.635
C -0.3967 0.4368 -2.4615  0.410
C -0.3122 -0.9925 -2.3609  -0.562
H -1.1125 -1.6696 -2.5879  0.669
H 1.3661 -2.3522 -1.7425  0.544
H 1.1731 1.9778 -2.1132  0.433
C -1.5866 1.2317 -2.8536  -1.125
Sn -0.6539 -0.1279 0.0394  1.142
C 1.8990 1.0096 1.0308  0.191
C -0.0895 -1.8177 1.6086  0.323
O 2.7111 1.3079 1.7801  -0.123
O -0.4289 -2.3342 2.5806  -0.060
H -1.6304 2.2015 -2.3586  0.359
H -2.5137 0.7220 -2.6123  0.330
H -1.6065 1.4263 -3.9270  0.381
C 0.1028 1.1044 3.7357  -0.726
N -1.3264 1.1184 3.5804  -0.127
C -1.9788 1.3215 2.4311  0.748
N -3.3176 1.3260 2.4557  -0.348
O -1.3965 1.4719 1.2847  -0.624
H 0.5484 0.1715 3.3553  0.102
H 0.3136 1.1756 4.8145  0.378
H 0.5922 1.9627 3.2472  0.289
H -1.9096 1.2765 4.3963  0.238
H -3.8249 1.2644 1.5798  0.251
H -3.8252 1.4755 3.3102  0.184